[1]
The following is a quantum chemistry calculation of a cluster of 7 separate species, C42H94N4O7 in total, from the OMol25 dataset.

```
147
Properties=species:S:1:pos:R:3
O -0.45 0.69 1.39
H -0.33 0.18 0.59
H -0.71 1.56 1.08
C 1.12 5.92 2.38
C -0.34 5.21 2.37
C -1.29 6.32 2.98
C -2.76 6.09 2.64
C -2.94 5.93 1.15
C -2.12 4.82 0.49
N -0.66 4.94 0.92
O 0.10 4.00 0.32
C -2.61 3.44 0.98
C -2.42 4.94 -1.06
C -0.51 4.00 3.36
H 1.80 5.07 2.36
H 1.32 6.35 3.36
H 1.22 6.66 1.58
H -1.42 6.17 4.05
H -0.98 7.36 2.84
H -3.44 6.81 3.11
H -3.08 5.15 3.08
H -2.74 6.85 0.59
H -3.97 5.58 1.03
H -2.65 3.17 2.04
H -3.64 3.29 0.63
H -1.91 2.74 0.51
H -2.19 5.94 -1.45
H -1.82 4.16 -1.53
H -3.48 4.83 -1.29
H -1.57 3.80 3.54
H -0.17 4.01 4.39
H -0.08 3.24 2.71
H 0.84 4.54 0.05
C -4.05 -2.43 -0.41
C -3.38 -1.54 -1.46
C -2.19 -2.39 -1.96
C -2.47 -3.42 -3.05
C -3.30 -2.83 -4.17
C -4.61 -2.04 -3.60
N -4.31 -1.09 -2.53
O -5.49 -0.45 -2.13
C -5.24 -1.29 -4.85
C -5.64 -3.23 -3.22
C -2.80 -0.35 -0.70
H -3.32 -2.96 0.20
H -4.59 -3.32 -0.74
H -4.82 -1.85 0.09
H -1.32 -1.77 -2.21
H -1.85 -3.06 -1.17
H -3.01 -4.29 -2.67
H -1.58 -3.89 -3.46
H -3.44 -3.73 -4.77
H -2.68 -2.18 -4.79
H -5.59 -2.03 -5.57
H -6.08 -0.75 -4.41
H -4.53 -0.53 -5.16
H -6.47 -2.89 -2.61
H -6.15 -3.74 -4.04
H -5.12 -3.98 -2.62
H -3.37 0.50 -0.31
H -2.31 0.22 -1.48
H -2.11 -0.68 0.08
H -6.05 -1.18 -1.87
C 0.33 -0.98 -4.64
C 1.83 -0.71 -4.50
C 2.43 0.46 -5.40
C 1.97 1.86 -4.98
C 2.30 2.15 -3.51
C 1.93 0.96 -2.55
N 2.28 -0.35 -3.16
O 2.13 -1.41 -2.36
C 2.71 1.26 -1.28
C 0.40 1.21 -2.28
C 2.60 -1.92 -5.09
H -0.22 -0.06 -4.83
H 0.05 -1.60 -3.79
H 0.10 -1.55 -5.54
H 3.49 0.51 -5.13
H 2.11 0.50 -6.44
H 0.90 2.00 -5.11
H 2.47 2.64 -5.56
H 1.84 3.11 -3.29
H 3.36 2.41 -3.52
H 3.80 1.34 -1.36
H 2.41 2.24 -0.93
H 2.24 0.62 -0.53
H 0.29 2.12 -1.68
H -0.28 1.36 -3.11
H 0.04 0.42 -1.63
H 2.42 -2.86 -4.56
H 3.64 -1.73 -4.86
H 2.46 -2.13 -6.15
H 2.98 -1.82 -2.23
C 4.10 -1.59 0.47
C 3.35 -2.78 1.03
C 1.91 -2.45 1.17
C 1.01 -3.73 1.27
C 1.16 -4.71 0.17
C 2.68 -5.16 -0.04
N 3.54 -3.94 0.05
O 4.84 -4.19 -0.34
C 3.10 -6.46 0.90
C 2.60 -5.71 -1.42
C 3.92 -3.16 2.46
H 5.18 -1.66 0.51
H 3.82 -0.68 1.02
H 3.92 -1.25 -0.55
H 1.68 -2.00 2.14
H 1.57 -1.85 0.32
H -0.06 -3.52 1.31
H 1.10 -4.23 2.24
H 0.72 -4.28 -0.73
H 0.54 -5.51 0.57
H 2.37 -7.26 0.90
H 4.04 -6.86 0.52
H 3.33 -6.29 1.95
H 2.44 -4.91 -2.14
H 3.58 -6.09 -1.68
H 1.80 -6.45 -1.54
H 4.78 -3.83 2.40
H 3.21 -3.73 3.07
H 4.42 -2.29 2.87
H 4.81 -3.82 -1.22
C -2.70 -0.54 6.64
C -1.42 0.29 6.38
C -1.23 0.76 4.86
O -1.25 1.30 7.28
H -2.53 -1.54 6.24
H -3.54 -0.06 6.14
H -2.81 -0.59 7.72
H -0.64 -0.45 6.52
H -0.21 1.03 4.59
H -1.85 1.63 4.62
H -1.48 0.03 4.09
H -0.33 1.58 7.34
C 2.77 1.60 2.59
C 3.41 0.92 3.82
C 4.42 1.81 4.51
O 2.42 0.55 4.69
H 2.00 1.00 2.10
H 3.57 1.67 1.86
H 2.48 2.63 2.84
H 4.05 0.06 3.65
H 4.06 2.82 4.74
H 5.29 1.91 3.86
H 4.70 1.54 5.53
H 2.10 -0.19 4.18
```

- SMILES = CC1(C)CCCC(C)(C)N1O.CC1(C)CCCC(C)(C)N1O.CC1(C)CCCC(C)(C)N1O.CC1(C)CCCC(C)(C)N1O.CC(C)O.CC(C)O.O
- orbital gap (eV) = 8.6790
- total energy (eV) = -65361.1902
- HOMO (eV) = -8.21
- ΔE to the lowest compared entry with this formula, charge and spin (kJ/mol) = 748.06



[2]
The following is a quantum chemistry calculation of a structure of composition C42H96Br6F3N7O11, from the OMol25 dataset.

```
165
Properties=species:S:1:pos:R:3
C 0.46 2.67 0.30
C -0.38 1.41 0.57
N -0.12 0.28 -0.29
C -0.69 0.08 -1.54
C -0.11 -1.12 -2.03
N 0.68 -1.64 -1.12
C 0.60 -0.90 0.00
C 1.27 -2.96 -1.34
H 1.54 2.53 0.30
H 0.43 3.40 1.11
H 0.15 3.07 -0.67
H -1.43 1.63 0.41
H -0.35 1.06 1.60
H -1.48 0.67 -1.98
H -0.18 -1.44 -3.06
H 1.06 -1.13 0.95
H 0.95 -3.67 -0.57
H 2.35 -2.96 -1.19
H 1.07 -3.35 -2.34
C 4.62 -0.25 -5.45
O 3.64 0.53 -4.70
O 5.52 -0.89 -4.51
C 3.87 -1.07 -6.54
F 4.72 -1.92 -7.15
F 2.90 -1.82 -6.02
F 3.32 -0.41 -7.49
C 4.21 1.66 -4.03
C 3.02 2.60 -3.75
H 2.50 2.65 -4.71
H 2.22 2.07 -3.24
H 3.23 3.63 -3.45
H 4.93 2.28 -4.58
H 4.80 1.39 -3.16
H 5.21 0.45 -6.05
C 5.62 -6.83 -3.96
C 6.03 -6.82 -2.44
C 6.44 -8.22 -1.98
O 6.83 -5.72 -2.12
H 5.38 -5.82 -4.29
H 4.81 -7.55 -3.93
H 6.50 -7.04 -4.57
H 5.05 -6.66 -1.98
H 7.48 -8.47 -2.20
H 5.76 -9.00 -2.32
H 6.36 -8.35 -0.91
O 5.45 -2.07 2.28
C 6.06 -1.90 1.13
O 5.67 -1.66 -0.05
O 7.25 -2.21 0.98
H 6.03 -2.47 2.93
C 5.89 2.23 4.30
Br 6.92 3.54 3.18
Br 4.03 2.05 3.78
Br 6.05 2.71 6.25
H 6.32 1.26 4.07
C -3.15 5.70 4.55
Br -3.60 3.74 4.64
Br -3.84 6.62 2.87
Br -1.16 6.08 4.56
H -3.68 6.20 5.35
C 0.55 9.25 -0.22
C -0.97 9.53 -0.04
C -1.34 10.64 0.90
C -0.79 12.02 0.36
C -1.44 13.19 0.93
C -1.67 13.02 2.45
H 0.94 10.21 -0.57
H 0.79 8.50 -0.97
H 1.09 9.02 0.70
H -1.51 9.70 -0.98
H -1.40 8.65 0.44
H -0.93 10.31 1.85
H -2.42 10.58 0.89
H 0.29 11.93 0.49
H -0.89 12.12 -0.72
H -0.95 14.13 0.65
H -2.42 13.28 0.46
H -2.35 12.23 2.76
H -0.74 12.85 2.99
H -2.02 13.96 2.87
C 0.47 -7.12 -5.66
C -0.79 -6.27 -5.97
C -1.65 -6.71 -7.17
O -0.99 -6.91 -8.42
C -0.19 -5.80 -8.84
N -1.63 -6.04 -4.78
H 0.87 -6.85 -4.68
H 1.23 -7.11 -6.45
H 0.10 -8.14 -5.59
H -0.42 -5.29 -6.27
H -2.38 -5.95 -7.47
H -2.21 -7.63 -7.03
H -0.70 -4.87 -9.06
H 0.17 -6.16 -9.81
H 0.63 -5.67 -8.14
H -2.61 -6.10 -4.99
H -1.44 -6.77 -4.10
C 1.10 -2.16 7.76
C -0.19 -1.47 7.17
C -0.41 0.08 7.15
O -0.54 0.56 8.43
C -0.33 1.99 8.49
N -0.35 -2.05 5.79
H 1.20 -1.80 8.78
H 2.04 -1.92 7.26
H 1.13 -3.24 7.88
H -1.05 -1.73 7.79
H -1.35 0.38 6.69
H 0.43 0.60 6.69
H -1.11 2.62 8.05
H 0.59 2.43 8.09
H -0.26 2.32 9.52
H 0.50 -1.89 5.26
H -0.36 -3.05 5.93
C 2.96 -5.81 3.40
C 2.44 -7.07 4.06
C 1.09 -7.60 3.51
O 0.13 -6.61 4.02
C -1.24 -6.78 3.54
N 3.46 -8.08 3.94
H 3.92 -5.53 3.82
H 2.48 -4.87 3.69
H 3.09 -5.91 2.32
H 2.42 -6.83 5.12
H 0.77 -8.59 3.84
H 1.23 -7.54 2.43
H -1.74 -7.47 4.22
H -1.32 -7.23 2.55
H -1.85 -5.89 3.66
H 3.81 -8.31 3.02
H 3.34 -8.98 4.38
C -3.22 4.91 -4.72
C -4.33 5.45 -3.81
C -4.29 4.93 -2.35
O -4.79 3.63 -2.25
C -6.17 3.61 -2.29
N -4.39 6.91 -3.77
H -2.35 5.52 -4.44
H -3.32 5.27 -5.74
H -3.00 3.85 -4.63
H -5.28 5.16 -4.28
H -4.79 5.67 -1.72
H -3.25 4.88 -2.02
H -6.55 3.70 -1.27
H -6.50 2.59 -2.50
H -6.66 4.22 -3.05
H -4.73 7.22 -4.67
H -4.96 7.34 -3.06
C -6.81 -1.12 3.10
C -5.58 -1.98 3.03
C -4.96 -1.93 1.67
O -5.85 -2.46 0.72
C -5.33 -2.68 -0.59
N -4.54 -1.55 4.06
H -6.60 -0.16 2.62
H -7.09 -0.75 4.08
H -7.67 -1.57 2.60
H -5.89 -2.96 3.41
H -3.96 -2.35 1.63
H -4.74 -0.87 1.52
H -4.60 -3.49 -0.61
H -4.93 -1.74 -0.96
H -6.09 -2.90 -1.34
H -4.47 -0.55 4.19
H -3.62 -1.96 4.02
```

- orbital gap (eV) = 0.8820
- total energy (eV) = -506455.8886
- total charge = -2
- HOMO (eV) = 0.15



[3]
The following is a quantum chemistry calculation of a cluster of 13 separate species, C42H96F6O16P in total, from the OMol25 dataset.

```
161
Properties=species:S:1:pos:R:3
P -14.79 0.01 -14.34
F -15.93 0.55 -15.41
F -15.89 -1.10 -13.82
F -14.27 -1.02 -15.55
F -13.65 -0.60 -13.29
F -13.78 1.11 -14.91
F -15.39 1.03 -13.25
C -8.88 -2.50 -8.52
C -10.12 -3.05 -9.25
C -11.32 -2.47 -8.63
O -10.88 -2.55 -7.23
C -9.47 -2.19 -7.11
H -8.58 -1.56 -8.98
H -8.02 -3.16 -8.64
H -10.22 -4.13 -9.15
H -10.10 -2.83 -10.32
H -12.18 -3.11 -8.81
H -11.60 -1.46 -8.96
H -8.96 -2.75 -6.33
H -9.35 -1.13 -6.89
C -8.44 0.82 -19.84
C -9.23 0.90 -18.59
C -9.26 -0.54 -18.13
O -7.96 -0.97 -18.44
C -7.39 -0.21 -19.49
H -8.06 1.78 -20.20
H -8.96 0.45 -20.71
H -10.24 1.28 -18.67
H -8.68 1.55 -17.91
H -9.97 -1.11 -18.74
H -9.58 -0.72 -17.10
H -7.21 -0.86 -20.35
H -6.41 0.18 -19.19
C -14.48 3.11 -21.81
C -15.55 3.92 -22.56
C -16.89 3.26 -22.19
O -16.61 3.20 -20.79
C -15.20 3.03 -20.47
H -13.53 3.64 -21.81
H -14.22 2.16 -22.27
H -15.41 3.94 -23.64
H -15.51 4.96 -22.24
H -17.04 2.25 -22.58
H -17.84 3.76 -22.35
H -14.90 2.13 -19.92
H -14.92 3.91 -19.89
C -18.02 7.86 -10.09
C -17.03 7.56 -11.21
C -17.07 6.08 -11.33
O -18.52 5.89 -11.27
C -19.01 6.74 -10.25
H -18.53 8.82 -10.20
H -17.55 7.88 -9.11
H -16.03 7.88 -10.92
H -17.29 8.07 -12.14
H -16.66 5.47 -10.52
H -16.61 5.68 -12.23
H -19.24 6.16 -9.35
H -19.99 7.09 -10.57
C -11.83 6.52 -13.77
C -12.21 7.97 -13.77
C -11.07 8.54 -14.76
O -10.78 7.49 -15.67
C -11.22 6.25 -15.12
H -12.70 5.90 -13.56
H -11.05 6.33 -13.03
H -12.27 8.33 -12.74
H -13.22 8.17 -14.14
H -10.17 8.83 -14.22
H -11.37 9.41 -15.36
H -10.36 5.59 -14.99
H -11.99 5.83 -15.77
C -7.12 1.70 -12.22
C -8.56 1.40 -12.56
C -9.34 2.24 -11.52
O -8.43 3.34 -11.20
C -7.19 3.19 -11.87
H -6.37 1.48 -12.98
H -6.90 1.11 -11.33
H -8.76 0.33 -12.52
H -8.81 1.69 -13.58
H -9.47 1.60 -10.65
H -10.32 2.49 -11.91
H -6.43 3.55 -11.18
H -7.03 3.68 -12.83
C -18.29 -1.15 -19.22
O -18.89 0.02 -18.75
H -17.57 -1.01 -20.02
H -17.63 -1.47 -18.42
H -19.03 -1.91 -19.45
H -18.21 0.70 -18.72
C -12.65 -4.95 -15.64
O -12.78 -4.65 -14.27
H -12.36 -6.00 -15.73
H -13.61 -4.77 -16.11
H -11.88 -4.35 -16.14
H -12.97 -3.71 -14.19
C -17.46 0.41 -7.71
O -18.76 0.31 -6.97
C -19.17 1.52 -6.33
C -20.43 1.20 -5.50
O -21.39 2.25 -5.48
C -20.89 3.33 -4.69
H -17.43 1.33 -8.30
H -17.28 -0.39 -8.42
H -16.68 0.61 -6.97
H -19.30 2.26 -7.12
H -18.39 1.89 -5.66
H -20.08 0.87 -4.52
H -21.03 0.36 -5.84
H -20.72 3.14 -3.63
H -21.57 4.18 -4.76
H -19.93 3.69 -5.07
C -22.51 -2.89 -11.36
O -22.22 -1.51 -11.64
C -21.04 -0.99 -11.08
C -20.81 0.40 -11.67
O -21.98 1.22 -11.97
C -22.60 1.63 -10.80
H -21.61 -3.50 -11.47
H -23.29 -3.25 -12.03
H -22.95 -2.90 -10.36
H -20.17 -1.61 -11.30
H -21.08 -1.07 -10.00
H -20.27 0.32 -12.61
H -20.18 0.84 -10.90
H -23.51 2.17 -11.06
H -21.98 2.34 -10.26
H -22.72 0.82 -10.08
C -20.21 3.77 -16.20
O -21.42 3.17 -16.70
C -21.87 3.77 -17.97
C -22.86 2.84 -18.64
O -23.68 2.14 -17.67
C -24.78 1.52 -18.35
H -20.42 4.77 -15.82
H -19.52 3.77 -17.05
H -19.73 3.22 -15.39
H -21.05 3.94 -18.67
H -22.13 4.81 -17.83
H -22.39 2.21 -19.40
H -23.58 3.44 -19.19
H -24.31 0.73 -18.94
H -25.19 2.20 -19.10
H -25.63 1.04 -17.86
C -18.34 -6.31 -15.40
O -19.32 -6.72 -16.31
C -19.75 -8.09 -16.11
C -20.67 -8.42 -14.92
O -21.75 -7.52 -14.94
C -22.82 -7.96 -14.09
H -17.52 -7.02 -15.41
H -18.79 -6.25 -14.41
H -17.96 -5.35 -15.73
H -18.96 -8.84 -16.22
H -20.30 -8.36 -17.01
H -20.07 -8.27 -14.02
H -20.97 -9.46 -14.86
H -23.05 -9.02 -14.19
H -23.76 -7.56 -14.45
H -22.56 -7.74 -13.05
```

- orbital gap (eV) = 9.4843
- total energy (eV) = -103460.0287
- total charge = -1
- HOMO (eV) = -7.42



Which formula does entry 1 have?
C42H94N4O7



Among the records above, which one has the lowest total energy?
C42H96Br6F3N7O11